No. 1
{"formula": "C23H85ClNO20", "method": "wB97M-V/def2-TZVPD", "e_lumo_ev": -2.80, "total_charge": 1, "e_tot_ha": -2946.46846, "homo_energy_ev": -11.252, "gap_ev": 8.45, "species": ["Cl", "C", "C", "N", "C", "C", "O", "H", "H", "H", "H", "H", "H", "H", "H", "H", "C", "O", "H", "H", "H", "H", "C", "O", "H", "H", "H", "H", "C", "O", "H", "H", "H", "H", "C", "O", "H", "H", "H", "H", "C", "O", "H", "H", "H", "H", "C", "O", "H", "H", "H", "H", "C", "O", "H", "H", "H", "H", "C", "O", "H", "H", "H", "H", "C", "O", "H", "H", "H", "H", "C", "O", "H", "H", "H", "H", "C", "O", "H", "H", "H", "H", "C", "O", "H", "H", "H", "H", "C", "O", "H", "H", "H", "H", "C", "O", "H", "H", "H", "H", "C", "O", "H", "H", "H", "H", "C", "O", "H", "H", "H", "H", "C", "O", "H", "H", "H", "H", "C", "O", "H", "H", "H", "H", "C", "O", "H", "H", "H", "H"], "coordinates": [[0.575, 0.485, 0.262], [0.438, -0.142, -1.436], [1.361, -1.360, -1.625], [0.635, -2.662, -1.456], [-0.581, -2.449, -0.607], [-1.499, -1.565, -1.420], [-0.888, -0.329, -1.790], [0.821, 0.660, -2.068], [1.888, -1.323, -2.578], [2.122, -1.313, -0.844], [0.290, -2.987, -2.361], [1.222, -3.424, -1.079], [-0.261, -2.024, 0.344], [-1.048, -3.414, -0.400], [-2.444, -1.403, -0.898], [-1.745, -2.090, -2.354], [0.811, 3.138, 3.653], [0.829, 3.236, 2.223], [1.052, 4.121, 4.052], [-0.182, 2.848, 4.007], [1.546, 2.422, 4.015], [0.626, 2.369, 1.880], [0.901, -5.021, 1.287], [0.924, -5.116, -0.152], [1.150, -3.998, 1.565], [-0.092, -5.265, 1.666], [1.634, -5.686, 1.736], [0.703, -6.020, -0.400], [0.176, 3.515, -4.047], [0.655, 2.587, -3.074], [0.656, 3.358, -5.007], [-0.899, 3.377, -4.164], [0.377, 4.539, -3.728], [0.182, 2.808, -2.263], [0.665, 4.464, -8.535], [0.312, 3.738, -7.359], [0.786, 5.507, -8.253], [1.601, 4.098, -8.963], [-0.122, 4.393, -9.289], [0.203, 2.818, -7.613], [4.374, 2.732, -9.117], [3.355, 2.319, -10.025], [4.064, 2.420, -8.122], [5.333, 2.267, -9.348], [4.496, 3.818, -9.121], [3.619, 2.593, -10.906], [-2.821, -6.597, 0.763], [-1.752, -7.540, 0.685], [-2.531, -5.739, 0.155], [-3.748, -7.009, 0.363], [-2.995, -6.266, 1.787], [-1.991, -8.305, 1.214], [-2.998, 4.329, -1.429], [-1.866, 3.507, -1.726], [-2.868, 5.271, -1.953], [-3.918, 3.853, -1.772], [-3.063, 4.525, -0.357], [-1.987, 2.675, -1.261], [2.333, 6.048, 0.862], [2.913, 5.521, 2.044], [2.890, 6.947, 0.603], [2.402, 5.341, 0.030], [1.284, 6.316, 1.012], [2.421, 4.727, 2.274], [1.441, 2.180, 7.336], [2.197, 1.812, 6.189], [1.011, 3.160, 7.140], [0.629, 1.472, 7.527], [2.070, 2.248, 8.226], [2.587, 0.944, 6.349], [2.364, -4.369, 5.154], [1.307, -4.550, 4.213], [2.980, -5.266, 5.147], [2.975, -3.505, 4.882], [1.963, -4.221, 6.160], [0.777, -3.743, 4.243], [3.689, -0.735, 3.770], [3.765, -0.780, 5.187], [2.641, -0.645, 3.486], [4.238, 0.125, 3.378], [4.098, -1.657, 3.341], [4.698, -0.863, 5.424], [-3.573, 1.254, -4.456], [-3.371, 1.031, -3.063], [-4.647, 1.265, -4.629], [-3.154, 2.213, -4.768], [-3.128, 0.457, -5.058], [-2.422, 1.025, -2.907], [-5.916, -7.205, 2.465], [-5.449, -5.879, 2.218], [-5.056, -7.868, 2.420], [-6.360, -7.286, 3.457], [-6.646, -7.510, 1.711], [-6.207, -5.290, 2.263], [-6.584, 0.574, -2.102], [-6.398, 0.360, -0.707], [-7.654, 0.581, -2.294], [-6.160, 1.534, -2.406], [-6.121, -0.227, -2.684], [-5.452, 0.362, -0.544], [-0.780, -1.028, 4.090], [-0.803, -2.401, 4.473], [0.050, -0.561, 4.615], [-0.625, -0.912, 3.011], [-1.705, -0.522, 4.373], [-1.541, -2.832, 4.033], [-5.160, -7.353, 6.442], [-4.376, -7.902, 5.389], [-5.568, -6.412, 6.080], [-5.988, -8.014, 6.713], [-4.557, -7.154, 7.331], [-4.008, -8.734, 5.697], [-3.408, 8.413, -0.740], [-4.468, 7.972, -1.584], [-3.651, 8.128, 0.280], [-2.463, 7.943, -1.028], [-3.301, 9.499, -0.792], [-4.246, 8.231, -2.482], [7.590, -1.106, 3.778], [7.067, -1.602, 5.011], [7.756, -0.040, 3.901], [8.536, -1.582, 3.512], [6.870, -1.265, 2.970], [6.921, -2.546, 4.917], [6.171, 3.547, -5.731], [6.945, 3.243, -6.883], [5.655, 4.483, -5.929], [5.424, 2.772, -5.530], [6.798, 3.674, -4.845], [7.409, 2.418, -6.721]]}

***

No. 2
{"formula": "C3Cl2F2", "method": "wB97M-V/def2-TZVPD", "e_lumo_ev": 0.51, "e_tot_ha": -1234.35023, "smiles": "FC1(F)C(Cl)=C1Cl", "homo_energy_ev": -10.450, "gap_ev": 10.96, "species": ["C", "C", "C", "F", "F", "Cl", "Cl"], "coordinates": [[-0.663, 0.560, 0.000], [0.663, 0.560, 0.000], [0.000, -0.763, 0.001], [0.000, -1.570, 1.082], [0.000, -1.569, -1.082], [-2.108, 1.391, 0.000], [2.108, 1.392, 0.000]]}

***

No. 3
{"formula": "C21H29N3O2S", "method": "wB97M-V/def2-TZVPD", "e_lumo_ev": 0.12, "e_tot_ha": -1530.64728, "smiles": "CCCCCNC(=O)[C@H]1CC[C@H](Cn2c(=S)[nH]c3ccccc3c2=O)CC1", "homo_energy_ev": -8.486, "gap_ev": 8.61, "species": ["C", "C", "C", "C", "H", "H", "C", "N", "C", "O", "C", "C", "C", "C", "C", "C", "H", "H", "H", "H", "C", "N", "C", "S", "N", "C", "C", "C", "C", "C", "C", "C", "O", "H", "H", "H", "H", "H", "H", "H", "H", "H", "H", "H", "H", "H", "H", "H", "H", "H", "H", "H", "H", "H", "H", "H"], "coordinates": [[5.745, -2.801, 1.071], [7.054, -2.026, 1.173], [6.846, -0.521, 1.412], [7.212, 0.347, 0.207], [7.226, 1.398, 0.514], [8.216, 0.091, -0.135], [6.244, 0.196, -0.965], [4.924, 0.679, -0.629], [3.802, -0.062, -0.760], [3.811, -1.198, -1.187], [2.528, 0.672, -0.362], [2.002, 1.432, -1.585], [0.695, 2.146, -1.254], [-0.360, 1.148, -0.778], [0.162, 0.390, 0.442], [1.471, -0.320, 0.120], [1.315, -1.066, -0.661], [1.838, -0.842, 1.006], [-0.574, -0.349, 0.770], [0.316, 1.092, 1.265], [-1.662, 1.899, -0.472], [-2.733, 1.004, -0.063], [-3.069, 0.909, 1.257], [-2.370, 1.786, 2.465], [-4.059, 0.037, 1.592], [-4.749, -0.737, 0.694], [-5.754, -1.613, 1.100], [-6.421, -2.366, 0.156], [-6.101, -2.260, -1.194], [-5.107, -1.396, -1.601], [-4.423, -0.626, -0.661], [-3.364, 0.295, -1.087], [-3.035, 0.460, -2.240], [-4.835, -1.290, -2.639], [-6.632, -2.855, -1.920], [-7.200, -3.044, 0.471], [-6.001, -1.693, 2.148], [-4.286, -0.011, 2.577], [-1.999, 2.416, -1.374], [-1.504, 2.621, 0.330], [-0.558, 0.434, -1.584], [0.871, 2.885, -0.469], [0.333, 2.673, -2.139], [1.835, 0.719, -2.395], [2.745, 2.158, -1.924], [2.750, 1.387, 0.438], [4.860, 1.619, -0.271], [6.129, -0.852, -1.246], [6.627, 0.750, -1.831], [5.802, -0.338, 1.676], [7.456, -0.197, 2.257], [7.642, -2.445, 1.994], [7.631, -2.175, 0.258], [5.179, -2.712, 1.997], [5.128, -2.433, 0.256], [5.945, -3.856, 0.897]]}

***

No. 4
{"formula": "C21H24F4N3O4SV", "method": "wB97M-V/def2-TZVPD", "e_lumo_ev": [-4.33, -3.77], "total_charge": 1, "e_tot_ha": -3021.28157, "s_squared": 0.759, "homo_energy_ev": [-12.361, -12.374], "gap_ev": [8.03, 8.60], "multiplicity": 2, "species": ["V", "C", "C", "N", "C", "C", "C", "C", "N", "C", "C", "F", "C", "F", "C", "C", "F", "C", "F", "H", "H", "H", "H", "H", "H", "H", "H", "H", "H", "H", "H", "H", "H", "H", "C", "C", "C", "C", "C", "C", "C", "S", "O", "O", "N", "C", "C", "O", "O", "H", "H", "H", "H", "H", "H", "H", "H", "H"], "coordinates": [[0.430, -0.179, 0.235], [3.436, -0.580, -0.623], [3.030, -1.801, 0.208], [1.836, -1.568, 1.078], [2.266, -1.162, 2.451], [2.989, 0.176, 2.545], [1.022, -2.804, 1.215], [-0.354, -2.427, 1.776], [-0.576, -1.044, 1.394], [-1.710, -0.367, 1.873], [-1.549, 0.632, 2.838], [-0.317, 0.869, 3.304], [-2.629, 1.360, 3.300], [-2.446, 2.298, 4.226], [-3.892, 1.124, 2.792], [-4.059, 0.170, 1.806], [-5.265, -0.041, 1.288], [-2.984, -0.572, 1.352], [-3.126, -1.470, 0.378], [4.477, -0.679, -0.928], [3.346, 0.352, -0.063], [2.843, -0.505, -1.534], [3.864, -2.122, 0.836], [2.799, -2.620, -0.471], [2.913, -1.951, 2.846], [1.377, -1.115, 3.076], [3.996, 0.134, 2.133], [3.073, 0.445, 3.597], [2.426, 0.970, 2.054], [1.527, -3.527, 1.860], [0.897, -3.240, 0.227], [-0.415, -2.537, 2.862], [-1.122, -3.066, 1.333], [-4.744, 1.678, 3.162], [-3.868, 6.575, -0.788], [-2.818, 5.507, -0.723], [-1.812, 5.426, -1.684], [-0.902, 4.382, -1.680], [-1.002, 3.424, -0.685], [-1.978, 3.491, 0.304], [-2.875, 4.537, 0.284], [-0.065, 1.947, -0.771], [0.547, 1.628, 0.579], [0.906, 1.946, -1.826], [-1.107, 0.726, -0.847], [-1.248, 0.073, -2.135], [-0.022, -0.860, -2.321], [0.450, -1.155, -3.372], [0.406, -1.228, -1.109], [-3.548, 7.426, -1.385], [-4.140, 6.921, 0.209], [-4.767, 6.158, -1.247], [-1.747, 6.187, -2.449], [-0.130, 4.302, -2.435], [-2.021, 2.720, 1.060], [-3.642, 4.607, 1.045], [-1.276, 0.754, -2.985], [-2.133, -0.563, -2.130]]}

***

No. 5
{"formula": "C6H13NO", "method": "wB97M-V/def2-TZVPD", "e_lumo_ev": 0.96, "e_tot_ha": -366.29791, "smiles": "C[C@H](N)CO.C#CC", "homo_energy_ev": -8.670, "gap_ev": 9.63, "species": ["C", "C", "C", "N", "O", "H", "H", "H", "H", "H", "H", "H", "H", "H", "C", "C", "C", "H", "H", "H", "H"], "coordinates": [[1.313, 0.320, -0.702], [0.444, 1.742, -0.653], [0.601, -0.758, -1.517], [1.672, -0.093, 0.632], [-0.053, 2.124, -1.900], [0.682, 2.336, -2.488], [2.243, 0.591, -1.219], [2.556, -0.583, 0.687], [0.871, -0.471, 1.127], [-0.324, 1.133, -0.129], [1.104, 2.491, -0.195], [-0.266, -1.122, -0.969], [0.252, -0.347, -2.462], [1.273, -1.592, -1.721], [-2.130, 0.051, 1.718], [-1.595, -1.288, 1.588], [-1.118, -2.383, 1.499], [-2.195, 0.534, 0.740], [-3.133, 0.005, 2.149], [-1.498, 0.656, 2.369], [-0.697, -3.345, 1.447]]}